A structure of composition C20H31N2O3PReSe in a non-equilibrium geometry. Source: OMol25; level of theory: the ωB97M-V functional and the def2-TZVPD basis.

Output
Total charge   +4
<S²>   3.795
Max |F|   6.92 eV/A
LUMO energy (spin up / spin down)   -13.369 / -16.167 eV
HOMO level (spin up / spin down)   -0.7855 / -0.7835 hartree
E   -107085.77183 eV
2S+1   4

Geometry (Å):
Re 0.419 -0.035 -0.030
C -1.562 -0.488 -0.032
O -2.682 -0.817 -0.068
C 0.163 1.936 -0.162
O 0.011 3.095 -0.236
C 2.457 0.022 -0.002
O 3.615 0.149 0.044
C -1.288 0.368 -3.239
P 0.387 -0.103 -2.531
H 0.961 -1.594 -4.360
H -1.947 -0.390 -2.796
C 1.559 1.049 -3.461
H 1.045 1.174 -4.424
C -1.435 0.305 -4.766
H -0.796 -0.455 -5.225
H -1.207 1.272 -5.224
H -2.474 0.063 -5.019
C -1.751 1.737 -2.724
H -1.093 2.539 -3.075
C 1.858 -2.488 -2.620
H -1.776 1.772 -1.633
H -2.760 1.948 -3.098
C -0.573 -2.646 -3.284
H 1.493 -3.139 -1.819
H 2.402 -3.107 -3.344
H 2.566 -1.784 -2.173
C 0.689 -1.776 -3.314
H -0.293 -3.706 -3.299
H -1.226 -2.457 -4.140
H -1.154 -2.467 -2.372
C 2.962 0.480 -3.734
H 3.510 0.325 -2.799
H 3.532 1.202 -4.330
H 2.946 -0.465 -4.279
C 1.689 2.438 -2.825
H 0.724 2.825 -2.496
H 2.109 3.135 -3.560
H 2.358 2.420 -1.959
H 0.664 -1.901 -0.329
H 0.651 -1.847 0.515
C -0.211 -2.188 4.314
N -0.445 -0.749 4.448
C -0.027 0.265 3.638
Se 1.180 0.066 2.404
N -0.351 1.482 4.139
C -0.958 1.220 5.307
C -1.404 2.123 6.271
C -1.925 1.594 7.468
C -1.993 0.196 7.665
C -1.539 -0.689 6.668
C -1.023 -0.132 5.497
H 0.321 -2.426 3.369
H -1.182 -2.724 4.312
H 0.405 -2.549 5.165
H -0.083 2.420 3.762
H -1.324 3.192 6.120
H -2.258 2.264 8.251
H -2.376 -0.198 8.598
H -1.560 -1.760 6.825


An isolated molecule of C20H31N5O4 in a non-equilibrium geometry. Source: OMol25; level of theory: the ωB97M-V functional and the def2-TZVPD basis.

Output
Max |F|   1.21 eV/A
LUMO energy   0.334 eV
HOMO level   -0.3113 hartree
Energy relative to the best compared isomer or geometry (same formula, charge and spin)   190.39 kJ/mol
E   -36882.65230 eV
2S+1   1

Geometry (Å):
C -4.822 0.887 3.720
C -4.064 0.947 2.396
C -2.618 0.491 2.586
C -4.191 2.345 1.785
N -3.334 2.592 0.651
N -2.005 2.991 0.807
C -1.462 3.004 -0.478
C -0.024 3.384 -0.626
C 0.432 3.338 -2.075
O 0.228 4.283 -2.819
N 1.106 2.236 -2.468
C 1.959 1.259 -1.762
C 2.245 0.637 -3.147
C 1.847 -0.829 -3.298
N 2.729 -1.742 -2.590
C 3.953 -2.081 -3.296
C 2.409 -2.166 -1.347
O 1.384 -1.783 -0.790
C 3.369 -3.123 -0.652
C 2.952 -3.724 0.682
O 3.363 -4.834 0.979
N 2.193 -2.971 1.495
C 1.722 -3.424 2.771
C 0.786 -2.527 3.521
C 0.275 -3.803 2.902
C 1.264 1.636 -3.801
C -2.404 2.633 -1.366
C -3.646 2.355 -0.657
O -4.724 1.977 -1.098
H -4.386 1.563 4.460
H -5.871 1.163 3.592
H -4.801 -0.121 4.136
H -4.541 0.246 1.704
H -2.056 1.192 3.209
H -2.581 -0.488 3.065
H -2.098 0.403 1.631
H -5.222 2.514 1.480
H -3.978 3.107 2.545
H -2.011 3.840 1.364
H 0.146 4.395 -0.253
H 0.580 2.713 -0.010
H 2.823 1.728 -1.291
H 1.392 0.634 -1.074
H 3.273 0.784 -3.478
H 0.824 -0.960 -2.945
H 1.840 -1.100 -4.357
H 4.595 -2.756 -2.741
H 3.715 -2.559 -4.248
H 4.533 -1.180 -3.509
H 3.562 -3.966 -1.316
H 4.324 -2.615 -0.496
H 1.726 -2.184 1.063
H 2.451 -3.985 3.335
H 0.891 -2.468 4.596
H 0.510 -1.579 3.075
H -0.342 -3.750 2.015
H 0.027 -4.644 3.535
H 0.326 1.220 -4.168
H 1.719 2.326 -4.511
H -2.289 2.538 -2.434


A structure of composition C20H31O5PbS in a non-equilibrium geometry. Source: OMol25; level of theory: the ωB97M-V functional and the def2-TZVPD basis.

Output
Total charge   -1
Max |F|   2.84 eV/A
LUMO energy   2.113 eV
HOMO level   -0.1351 hartree
Energy relative to the best compared isomer or geometry (same formula, charge and spin)   0.00 kJ/mol
E   -47562.09067 eV
2S+1   1

Geometry (Å):
O 0.347 0.235 -0.071
C -0.852 0.920 -0.557
C -0.036 1.874 -1.423
H -1.404 1.388 0.265
H -1.484 0.219 -1.110
C 1.198 1.098 -0.913
H -0.118 2.901 -1.078
H -0.256 1.794 -2.490
C 2.152 1.860 -0.004
H 1.608 2.267 0.859
H 2.669 2.679 -0.524
H 2.910 1.161 0.377
C 1.929 0.272 -1.958
H 1.233 -0.327 -2.560
H 2.621 -0.419 -1.456
H 2.519 0.910 -2.633
Pb 0.195 -2.115 1.083
C 1.053 -4.756 -1.065
C -0.307 -4.853 -0.656
C -1.040 -3.812 -1.305
H -0.728 -5.615 0.004
C -0.126 -3.077 -2.121
C 1.165 -3.663 -1.970
H 2.069 -3.365 -2.501
H 1.862 -5.431 -0.782
H -2.117 -3.644 -1.239
H -0.383 -2.256 -2.791
C 2.932 -3.655 2.359
C 3.642 -3.135 1.240
C 3.660 -1.712 1.348
H 4.134 -3.719 0.466
C 2.959 -1.350 2.537
C 2.501 -2.554 3.162
H 1.965 -2.624 4.108
H 2.779 -4.712 2.579
H 4.182 -1.027 0.679
H 2.834 -0.335 2.917
O -1.632 4.256 -0.603
C -0.924 5.166 -1.486
C -1.669 6.510 -1.578
H -0.855 4.699 -2.486
H 0.110 5.287 -1.116
C -3.063 6.197 -0.996
H -1.722 6.850 -2.613
H -1.157 7.263 -0.966
C -2.821 4.934 -0.137
H -3.760 5.976 -1.817
H -3.449 7.025 -0.397
H -3.669 4.232 -0.161
H -2.663 5.237 0.916
C -3.347 -3.524 2.159
S -1.976 -2.805 3.046
O -2.333 -2.516 4.409
O -0.807 -3.721 2.826
O -1.681 -1.527 2.239
H -3.042 -4.475 1.707
H -3.661 -2.804 1.393
H -4.148 -3.682 2.885


A structure of composition C20H32AsBF4N5OSV in a non-equilibrium geometry. Source: OMol25; level of theory: the ωB97M-V functional and the def2-TZVPD basis.

Output
Total charge   +2
<S²>   2.018
Max |F|   1.04 eV/A
LUMO energy (spin up / spin down)   -6.884 / -5.976 eV
HOMO level (spin up / spin down)   -0.5353 / -0.5355 hartree
Energy relative to the best compared isomer or geometry (same formula, charge and spin)   52.94 kJ/mol
E   -139660.52222 eV
2S+1   3

Geometry (Å):
V -0.570 -0.289 0.230
C -2.186 -2.573 -2.739
C -1.526 -3.498 -1.723
As -0.111 -2.673 -0.667
C 1.509 -2.752 -1.753
C 1.635 -1.572 -2.712
C 0.163 -3.921 0.797
C 0.516 -5.323 0.310
H -2.900 -3.129 -3.344
H -1.459 -2.137 -3.427
H -2.740 -1.778 -2.236
H -1.084 -4.370 -2.210
H -2.259 -3.865 -1.001
H 1.491 -3.703 -2.290
H 2.349 -2.785 -1.055
H 0.836 -1.566 -3.455
H 2.577 -1.631 -3.257
H 1.623 -0.621 -2.172
H -0.760 -3.911 1.381
H 0.946 -3.499 1.427
H -0.282 -5.761 -0.289
H 0.678 -5.976 1.167
H 1.433 -5.324 -0.280
N -1.231 0.542 -1.634
H -0.590 1.275 -1.932
H -2.165 0.946 -1.590
H -1.255 -0.149 -2.381
N -3.200 -0.968 4.361
C -4.258 -1.290 3.628
N -5.421 -1.556 4.207
N -4.249 -1.381 2.281
C -3.255 -1.064 1.572
N -2.391 -0.834 0.812
H -3.263 -0.916 5.365
H -2.281 -0.825 3.961
H -5.540 -1.553 5.206
H -6.212 -1.774 3.624
O 0.992 0.782 -0.033
S 2.148 1.785 0.215
C 2.526 2.369 -1.422
C 3.657 1.801 -1.995
C 3.997 2.140 -3.295
C 3.211 3.039 -4.002
C 2.089 3.611 -3.414
C 1.740 3.283 -2.114
C 1.426 3.174 1.019
C 2.268 3.891 1.854
C 1.769 5.019 2.490
C 0.449 5.394 2.300
C -0.391 4.648 1.477
C 0.096 3.531 0.827
H 4.269 1.113 -1.425
H 4.881 1.713 -3.748
H 3.484 3.312 -5.012
H 1.498 4.332 -3.961
H 0.894 3.765 -1.640
H 3.289 3.570 2.017
H 2.410 5.593 3.143
H 0.063 6.269 2.803
H -1.423 4.942 1.346
H -0.547 2.931 0.193
F -0.792 0.906 2.255
B 0.161 0.083 2.930
F -0.396 -0.492 4.028
F 1.343 0.707 3.083
F 0.322 -1.008 1.900


A structure of composition C20H32BN10Zn. Source: OMol25; level of theory: the ωB97M-V functional and the def2-TZVPD basis.

Output
Total charge   +1
Max |F|   0.98 eV/A
LUMO energy   -2.304 eV
HOMO level   -0.4185 hartree
Energy relative to the best compared isomer or geometry (same formula, charge and spin)   73.25 kJ/mol
E   -85253.00098 eV
2S+1   1

Geometry (Å):
Zn -0.109 -0.164 0.067
C -1.583 -1.419 -3.167
C -0.843 -0.127 -3.045
C -0.574 0.839 -4.015
C 0.137 1.836 -3.369
C 0.680 3.108 -3.931
N 0.282 1.475 -2.082
N -0.323 0.260 -1.885
B 0.951 2.263 -0.914
N 2.099 1.385 -0.323
N 1.870 0.067 -0.043
C 3.032 -0.489 0.275
C 3.138 -1.942 0.598
C 4.038 0.479 0.209
C 3.409 1.651 -0.176
C 4.007 3.003 -0.381
N -0.137 2.548 0.168
N -0.984 1.553 0.570
C -1.855 2.080 1.422
C -2.923 1.249 2.050
C -1.580 3.440 1.577
C -0.487 3.700 0.767
C 0.231 4.991 0.559
H -1.938 -1.558 -4.186
H -2.446 -1.436 -2.500
H -0.938 -2.262 -2.913
H -0.858 0.826 -5.054
H 0.449 3.160 -4.993
H 1.761 3.164 -3.809
H 0.242 3.977 -3.439
H 1.402 3.291 -1.314
H 2.156 -2.415 0.580
H 3.589 -2.096 1.579
H 3.768 -2.448 -0.135
H 5.089 0.345 0.404
H 5.091 2.922 -0.396
H 3.723 3.678 0.427
H 3.678 3.450 -1.319
H -2.811 0.200 1.771
H -3.910 1.581 1.726
H -2.890 1.332 3.137
H -2.109 4.149 2.193
H -0.370 5.810 0.948
H 0.427 5.174 -0.497
H 1.189 4.991 1.081
C -1.224 -0.644 6.443
C -0.854 -2.095 6.146
C -2.001 -2.837 5.464
C 0.444 -2.186 5.338
N 0.324 -1.601 3.999
C -0.193 -2.102 2.880
N -0.141 -1.168 1.965
N 0.425 -0.074 2.546
N 0.703 -0.330 3.765
H -2.191 -0.596 6.943
H -1.292 -0.051 5.528
H -0.485 -0.172 7.092
H -0.632 -2.597 7.091
H -2.363 -2.293 4.586
H -2.843 -2.942 6.147
H -1.702 -3.843 5.156
H 0.757 -3.223 5.224
H 1.237 -1.627 5.830
H -0.573 -3.102 2.756


A structure of composition C20H32Cl4N7O4RuSSi in a non-equilibrium geometry. Source: OMol25; level of theory: the ωB97M-V functional and the def2-TZVPD basis.

Output
Total charge   +1
<S²>   6.067
Max |F|   1.80 eV/A
LUMO energy (spin up / spin down)   -3.125 / -4.872 eV
HOMO level (spin up / spin down)   -0.3868 / -0.3975 hartree
Energy relative to the best compared isomer or geometry (same formula, charge and spin)   60.12 kJ/mol
E   -111255.71542 eV
2S+1   5

Geometry (Å):
Ru 0.332 -0.520 -0.089
N -1.045 1.250 1.438
N -1.859 0.583 2.350
C -1.931 -0.756 2.336
N -2.706 -1.396 3.202
N -1.145 -1.373 1.448
N -1.266 -2.661 1.138
O -0.473 -3.036 0.283
O -2.092 -3.382 1.661
H -0.550 2.029 1.865
H -1.545 1.585 0.610
H -2.484 1.103 2.961
H -3.256 -0.908 3.888
H -2.808 -2.405 3.090
Cl 0.211 3.779 -5.644
C 0.656 2.608 -4.476
C 1.681 1.690 -4.771
Cl 2.490 1.775 -6.274
C 2.037 0.712 -3.850
Cl 3.301 -0.397 -4.206
C 1.379 0.604 -2.614
O 1.638 -0.310 -1.750
C 0.367 1.604 -2.273
O -0.139 1.568 -1.114
C 0.027 2.576 -3.243
Cl -1.202 3.703 -2.834
C -3.712 -2.559 -3.435
N -2.353 -2.962 -3.218
C -1.751 -4.096 -3.701
C -0.480 -4.118 -3.238
N -0.306 -2.984 -2.486
C -1.462 -2.291 -2.459
S -1.775 -0.850 -1.645
H -4.192 -3.249 -4.126
H -3.746 -1.548 -3.843
H -4.258 -2.562 -2.489
H -2.270 -4.788 -4.332
H 0.298 -4.839 -3.373
H 0.526 -2.715 -1.973
C 1.373 0.228 3.307
Si 2.097 -0.225 1.563
C 3.308 1.264 1.055
C 2.485 2.456 0.567
C 4.104 1.708 2.283
C 4.278 0.845 -0.049
C 2.896 -2.044 1.730
C 4.237 -1.963 2.452
C 3.094 -2.634 0.336
C 1.981 -2.960 2.541
H 2.124 0.030 4.064
H 0.492 -0.352 3.561
H 1.112 1.278 3.375
H 1.879 2.873 1.367
H 1.827 2.176 -0.249
H 3.150 3.242 0.213
H 3.451 2.067 3.073
H 4.755 2.534 2.001
H 4.727 0.914 2.681
H 3.751 0.438 -0.908
H 4.986 0.102 0.306
H 4.850 1.711 -0.380
H 4.966 -1.394 1.886
H 4.635 -2.968 2.582
H 4.136 -1.519 3.438
H 3.790 -2.046 -0.255
H 2.140 -2.672 -0.196
H 3.484 -3.646 0.404
H 1.714 -2.513 3.494
H 2.488 -3.902 2.748
H 1.080 -3.196 1.989


A structure of composition C20H32F3GaN7O3S in a non-equilibrium geometry. Source: OMol25; level of theory: the ωB97M-V functional and the def2-TZVPD basis.

Output
Total charge   -1
Max |F|   11.43 eV/A
LUMO energy   2.331 eV
HOMO level   -0.2321 hartree
E   -109190.75940 eV
2S+1   1

Geometry (Å):
C 4.912 0.873 2.839
C 4.114 -0.320 1.983
C 5.232 -1.401 1.445
C 3.177 0.336 0.804
Ga 1.406 0.948 1.768
C -0.019 -0.492 1.226
C -1.063 -0.866 2.438
N -0.368 -1.270 3.744
N -1.837 -2.107 1.986
N -2.004 0.335 2.626
O 1.791 0.987 3.625
C 1.147 2.135 4.288
N 0.929 3.259 4.932
S 0.685 2.939 0.871
O 0.981 2.855 -0.678
O -0.866 3.166 0.966
C 1.586 4.464 1.482
F 1.568 5.445 0.333
F 0.886 5.180 2.603
F 3.045 4.238 1.767
H 4.459 1.924 2.537
H 6.071 0.844 2.668
H 4.685 0.648 3.972
H 3.370 -0.911 2.704
H 5.713 -1.085 0.403
H 4.723 -2.478 1.371
H 6.101 -1.504 2.249
H 2.871 -0.466 -0.023
H 3.670 1.251 0.242
H 0.539 -1.441 0.808
H -0.675 -0.086 0.315
H -1.006 -1.892 4.315
H 0.517 -1.776 3.513
H -2.468 -2.423 2.765
H -1.074 -2.822 1.804
H -2.152 0.537 3.641
H -2.924 0.136 2.139
N 1.482 0.050 -2.689
C 2.135 0.565 -3.778
C 2.592 -0.488 -4.538
C 2.195 -1.681 -3.887
C 1.509 -1.319 -2.750
H 1.047 0.595 -1.956
H 2.220 1.635 -3.919
H 3.149 -0.407 -5.462
H 2.389 -2.695 -4.213
H 1.040 -1.917 -1.979
N -0.883 0.047 -5.891
C -0.613 0.622 -7.106
C -1.328 -0.058 -8.067
C -2.059 -1.075 -7.408
C -1.768 -0.986 -6.065
H -0.491 0.339 -5.005
H 0.064 1.462 -7.182
H -1.324 0.157 -9.128
H -2.726 -1.795 -7.864
H -2.113 -1.568 -5.221
N -5.375 -1.296 2.370
C -6.415 -2.186 2.426
C -7.504 -1.536 2.962
C -7.108 -0.205 3.234
C -5.790 -0.083 2.856
H -4.446 -1.500 2.024
H -6.291 -3.204 2.081
H -8.478 -1.973 3.137
H -7.720 0.581 3.659
H -5.113 0.760 2.893